(1)
Density functional theory data (ωB97M-V/def2-TZVPD) for a single C3H8N2O2 molecule.

energy relative to the best compared isomer or geometry (same formula, charge and spin) = 42.6 kcal/mol
SMILES string = N[C@H](O)[C@H](N)C=O

Geometry as XYZ:
```
15
C3H8N2O2 | the Open Molecules 2025 dataset | ωB97M-V/def2-TZVPD
C 0.6628 0.1080 0.2453
C 0.3304 0.2793 1.7198
C -0.7553 0.1301 -0.3831
N -0.7523 -0.4193 -1.6897
N 1.3087 -1.1704 0.0261
O -0.2082 1.2747 2.1680
O -1.3062 1.4029 -0.3549
H -1.2073 1.7489 0.5543
H 1.2085 0.9917 -0.1221
H -1.4945 -1.1103 -1.8335
H -0.8422 0.3050 -2.3866
H 2.3152 -1.1136 0.1655
H 1.1433 -1.4943 -0.9216
H 0.8916 -0.4079 2.3785
H -1.2945 -0.5248 0.4342
```

These are the natural (NBO) partial charges, in e, on atoms 1 to 8: number 1, C, carries -0.206; number 2, C, carries 0.447; number 3, C, carries 0.276; number 4, N, carries -0.867; number 5, N, carries -0.852; number 6, O, carries -0.547; number 7, O, carries -0.732; number 8, H, carries 0.498

***

(2)
Density functional theory data (ωB97M-V/def2-TZVPD) for 15 unconnected molecules or ions with the total composition C49H109N3O23S4.

Geometry as XYZ:
```
188
C49H109N3O23S4 | the Open Molecules 2025 dataset | ωB97M-V/def2-TZVPD
C -5.9749 -3.7033 -3.0136
S -4.2472 -3.0748 -3.4866
O -4.0323 -3.7090 -4.8487
C -4.8462 -1.4924 -4.0346
H -5.8538 -4.5584 -2.3486
H -6.5802 -4.1290 -3.8138
H -6.6464 -2.9848 -2.5436
H -5.3410 -0.9722 -3.2144
H -5.5986 -1.7095 -4.7928
H -4.0271 -0.8863 -4.4216
C 1.7340 -4.8038 -0.5561
S 1.8310 -5.3353 -2.3492
O 0.9423 -6.5692 -2.5735
C 0.8531 -3.8248 -2.9097
H 2.4633 -5.2670 0.1086
H 0.7212 -5.0753 -0.2586
H 1.8617 -3.7253 -0.4641
H -0.1841 -3.8375 -2.5748
H 0.8437 -3.8433 -3.9995
H 1.2644 -2.8572 -2.6220
C -0.7577 -0.0346 1.1841
S -0.5402 -0.6346 -0.5519
O 0.9098 -0.6753 -0.9364
C -1.3346 0.8045 -1.4215
H 0.1759 0.4485 1.4724
H -0.9423 -0.8406 1.8944
H -1.4781 0.7692 1.3356
H -1.1336 0.6392 -2.4800
H -0.9325 1.7473 -1.0506
H -2.4107 0.6858 -1.2954
C -5.6727 -2.6406 0.4488
S -4.8878 -1.0158 0.1507
O -3.6163 -1.3126 -0.6639
C -4.3376 -0.7937 1.9378
H -5.8562 -3.3127 -0.3895
H -6.6338 -2.3703 0.8861
H -4.9633 -3.1664 1.0878
H -3.6004 -1.5784 2.1076
H -5.2106 -0.8076 2.5903
H -3.9391 0.2139 2.0558
C -0.2598 5.8432 -1.2169
O 0.3395 5.6375 -2.2815
N -0.3307 7.0127 -0.4868
C -1.0312 7.0560 0.7850
C 0.3828 8.2444 -0.7856
H -0.9332 5.1134 -0.7415
H -1.7225 7.8808 0.9580
H -0.3234 7.2218 1.5972
H -1.5793 6.1277 0.9459
H 0.8698 8.0866 -1.7479
H -0.1813 9.1770 -0.7733
H 1.1620 8.4843 -0.0621
C -4.3465 5.7680 -1.9398
O -3.2402 6.0785 -1.4378
N -5.5622 5.7417 -1.3382
C -6.8410 5.5755 -2.0278
C -5.5996 6.0291 0.1526
H -4.4252 5.4027 -2.9754
H -7.3831 6.5210 -2.0102
H -7.5509 4.9144 -1.5307
H -6.8013 5.1830 -3.0439
H -6.4352 6.6818 0.4055
H -5.7055 5.0613 0.6426
H -4.6588 6.4660 0.4873
C 7.0592 -5.3269 -2.0328
O 7.8602 -6.0921 -1.5059
N 6.0830 -4.6503 -1.3539
C 5.3098 -3.5187 -1.9652
C 5.9489 -4.7758 0.0928
H 7.0232 -5.0985 -3.1093
H 4.2757 -3.8632 -1.9773
H 5.4510 -3.2903 -3.0216
H 5.3830 -2.5893 -1.4003
H 6.1491 -3.7968 0.5282
H 4.9148 -5.0201 0.3358
H 6.5032 -5.6451 0.4465
O 6.3710 0.5099 3.2322
C 5.5833 0.5022 2.3176
O 4.5254 1.3163 2.1464
C 4.5549 2.5528 2.9198
C 3.1504 3.1912 2.9064
C 5.7844 -0.5139 1.2346
H 5.1903 3.2517 2.3759
H 4.8766 2.3894 3.9484
H 2.9747 4.0344 3.5745
H 2.4019 2.5084 3.3083
H 2.8775 3.4213 1.8764
H 6.3098 -0.0619 0.3934
H 4.8073 -0.8991 0.9429
H 6.3145 -1.3714 1.6490
O 2.6997 -2.4662 -5.7541
C 2.6685 -1.5364 -6.5322
O 1.9741 -0.4200 -6.3642
C 0.9617 -0.2631 -5.4003
C -0.4225 -0.3172 -6.0479
C 3.5409 -1.5218 -7.7605
H 1.1157 0.7322 -4.9834
H 1.0892 -0.9582 -4.5704
H -0.5091 0.3812 -6.8803
H -1.1984 -0.1083 -5.3114
H -0.6506 -1.3015 -6.4568
H 4.4350 -2.1206 -7.5872
H 3.8651 -0.5201 -8.0428
H 2.9008 -1.9009 -8.5571
O -3.0644 -4.4376 2.0869
C -1.9170 -4.2170 1.6506
O -1.4731 -4.3932 0.4185
C -2.4043 -4.8421 -0.5693
C -2.0678 -6.3273 -0.8292
C -0.8071 -3.9760 2.6696
H -2.3427 -4.3166 -1.5222
H -3.4554 -4.6511 -0.3529
H -1.1481 -6.5442 -1.3725
H -2.8809 -6.7300 -1.4333
H -2.1560 -6.8481 0.1243
H -1.0728 -4.2262 3.6967
H -0.5558 -2.9176 2.6003
H -0.0185 -4.6821 2.4096
O -6.1323 2.1778 -0.9910
C -6.5407 2.3300 -2.0998
O -5.8195 2.2497 -3.1623
C -4.4393 2.1473 -2.9869
C -3.7226 2.4417 -4.2881
C -7.9825 2.5005 -2.3419
H -4.0836 1.2172 -2.5436
H -4.1084 2.9359 -2.3111
H -3.7913 1.6469 -5.0308
H -2.6801 2.6457 -4.0438
H -4.1150 3.3543 -4.7368
H -8.2481 1.5732 -2.8495
H -8.2494 3.4066 -2.8858
H -8.5440 2.5581 -1.4094
O 2.7674 0.3770 9.6878
C 2.0609 -0.3291 8.9762
O 2.4427 -0.7571 7.7540
C 3.7359 -0.6360 7.2132
C 3.8735 0.3179 6.0578
C 0.7059 -0.9120 9.4427
H 4.1784 -1.6123 7.0152
H 4.3680 -0.2199 7.9978
H 3.4132 1.2940 6.2110
H 3.2645 -0.0734 5.2429
H 4.9101 0.4259 5.7384
H 0.5043 -1.7874 8.8253
H 0.0021 -0.1166 9.1976
H 0.5520 -1.1961 10.4837
O -0.7753 3.5587 2.0364
C -1.9583 3.1830 2.0948
O -2.4529 2.2775 2.9711
C -1.6457 1.8198 4.0833
C -1.6628 3.0288 5.1347
C -2.9766 3.6258 1.0986
H -0.5953 1.6426 3.8524
H -2.1144 0.9810 4.5980
H -0.8457 2.8616 5.8364
H -2.5924 3.0308 5.7039
H -1.4331 3.9945 4.6844
H -2.5997 4.2676 0.3023
H -3.8863 4.0513 1.5223
H -3.3026 2.7478 0.5410
O 5.4656 0.1137 -1.9630
C 4.5702 0.4061 -2.7702
O 3.3532 0.8959 -2.4848
C 3.0960 1.4320 -1.2179
C 1.9835 2.4030 -1.3586
C 4.7938 -0.0758 -4.2043
H 3.9037 1.8085 -0.5902
H 2.7723 0.6591 -0.5207
H 1.0290 1.9383 -1.6057
H 2.3070 3.2389 -1.9789
H 1.7327 2.8583 -0.4005
H 4.3389 0.6177 -4.9115
H 4.4732 -1.0974 -4.4088
H 5.8676 0.0709 -4.3203
O 3.3220 -3.5200 1.8546
C 3.1333 -2.5976 2.6563
O 3.7139 -2.3856 3.7467
C 4.5739 -3.3351 4.4571
C 5.9848 -3.5789 3.9051
C 2.0613 -1.5368 2.4177
H 4.1751 -4.3008 4.7676
H 4.6532 -2.9416 5.4706
H 5.9090 -4.0778 2.9390
H 6.5288 -4.3291 4.4790
H 6.6606 -2.7284 3.8159
H 2.5614 -0.6670 1.9917
H 1.6841 -1.2804 3.4077
H 1.2177 -1.8296 1.7927
```

These are the Löwdin partial charges, in e, on atoms 1 to 8: number 1, C, carries -0.236; number 2, S, carries 0.848; number 3, O, carries -0.571; number 4, C, carries -0.281; number 5, H, carries 0.031; number 6, H, carries 0.056; number 7, H, carries 0.038; number 8, H, carries 0.036

***

(3)
Density functional theory data (ωB97M-V/def2-TZVPD) for 2 unconnected molecules or ions with the total composition C4H10S.

energy relative to the best compared isomer or geometry (same formula, charge and spin) = 26.7 kcal/mol
SMILES string = C=CC.CS

Geometry as XYZ:
```
15
C4H10S | the Open Molecules 2025 dataset | ωB97M-V/def2-TZVPD
C -1.5111 0.2053 -1.0813
S -2.4027 0.3716 0.5866
H -2.3202 0.0987 -1.7864
H -0.8442 1.0499 -1.1646
H -0.9384 -0.7142 -1.0290
H -1.6541 -0.5951 1.1617
C 1.7650 -0.8963 0.9608
C 2.5029 -0.6121 -0.2992
C 2.5114 0.5857 -0.8998
H 1.2811 -0.0058 1.3639
H 0.9136 -1.5803 0.8443
H 2.4305 -1.3713 1.6814
H 3.1924 -1.3298 -0.7331
H 3.1838 0.7948 -1.7174
H 1.7861 1.3154 -0.5630
```

These are the natural (NBO) partial charges, in e, on atoms 1 to 8: number 1, C, carries -0.684; number 2, S, carries -0.097; number 3, H, carries 0.222; number 4, H, carries 0.218; number 5, H, carries 0.220; number 6, H, carries 0.121; number 7, C, carries -0.656; number 8, C, carries -0.174

***

(4)
Density functional theory data (ωB97M-V/def2-TZVPD) for a gas-phase ion, C5H10NO2 (charge -1).

energy relative to the best compared isomer or geometry (same formula, charge and spin) = 52.3 kcal/mol
SMILES string = CC[C@@H](C[O-])NC=O
total charge = -1

Geometry as XYZ:
```
18
C5H10NO2 | the Open Molecules 2025 dataset | ωB97M-V/def2-TZVPD
C -1.1710 -1.1958 -1.1716
N -0.6472 -0.8732 0.0286
C 0.6705 1.6278 2.5216
C 0.6164 0.2797 1.7837
C 0.0519 0.3613 0.3483
C 1.1761 0.7257 -0.6874
O 0.7321 0.9303 -1.9045
O -1.7433 -2.2439 -1.4431
H -0.9811 -0.3772 -1.9012
H -0.4368 -1.7154 0.5553
H -0.3649 1.9731 2.6617
H 1.0858 2.2493 1.7199
H 0.9965 1.5606 3.5595
H 1.5676 -0.2780 1.7556
H 0.0113 -0.4286 2.3933
H -0.6070 1.2399 0.3298
H 1.9816 -0.0392 -0.5257
H 1.7065 1.6718 -0.1715
```

These are the natural (NBO) partial charges, in e, on atoms 1 to 8: number 1, C, carries 0.516; number 2, N, carries -0.627; number 3, C, carries -0.635; number 4, C, carries -0.394; number 5, C, carries -0.092; number 6, C, carries 0.029; number 7, O, carries -0.921; number 8, O, carries -0.685

***

Here are the calculated max |F| numbers, same order: 3.0; 6.0; 1.9; 2.0 (eV Å⁻¹).
Here are the calculated HOMO-LUMO gap numbers, same order: 10.410; 8.308; 10.067; 6.676 (eV).
Here are the calculated HOMO numbers, same order: -9.69; -8.38; -9.11; -2.91 (eV).